Record 1
A structure of composition C32H20F5N4O2S2V. Source: the OMol25 dataset; level of theory: the ωB97M-V functional and the def2-TZVPD basis.

```
66
Properties=species:S:1:pos:R:3:forces:R:3
V 1.199865 0.506574 0.187492 -0.307 0.239 0.605
F 1.037418 2.980670 6.475799 -0.012 -0.008 -0.035
C 0.575535 2.429803 5.340164 0.044 0.008 -0.005
C 1.335800 2.454878 4.184614 -0.041 -0.001 0.060
F 2.541144 3.039576 4.190339 -0.025 -0.011 0.005
C 0.838307 1.878018 3.034896 -0.058 -0.072 0.074
F 1.638513 1.959456 1.935255 -0.066 0.050 -0.129
C -0.403840 1.245896 2.949657 0.101 0.013 -0.053
S -0.998447 0.496188 1.503356 0.082 -0.026 -0.114
C -1.137551 1.254474 4.139336 0.010 0.017 0.060
F -2.348888 0.682134 4.180496 0.019 0.008 -0.005
C -0.668562 1.824837 5.307191 -0.003 -0.001 -0.015
F -1.414892 1.792753 6.423048 0.028 0.011 -0.024
C -4.722484 -4.483878 1.288331 0.020 -0.011 -0.005
O -4.521878 -3.092755 1.187920 -0.043 -0.008 0.033
C -4.513993 -2.543710 -0.056692 0.033 0.042 0.024
C -4.736065 -3.255247 -1.228592 0.000 0.005 0.060
C -4.704054 -2.581853 -2.444742 0.006 0.015 0.084
C -4.409078 -1.231493 -2.506782 -0.001 0.067 -0.036
C -4.220945 -0.515147 -1.318102 0.025 -0.047 -0.004
C -4.273216 -1.167954 -0.106227 0.017 -0.018 -0.020
N -4.446538 -0.663728 -3.825986 -0.068 0.109 -0.157
N -3.655013 0.203703 -4.237225 -0.018 0.072 0.044
C -2.531625 0.633803 -3.466465 -0.180 -0.331 -0.017
C -2.335883 1.986954 -3.322353 0.108 0.067 0.089
C -1.353595 2.510888 -2.479465 -0.004 -0.012 0.024
C -0.505010 1.675231 -1.741670 -0.078 -0.026 -0.233
O 0.413892 2.090879 -0.951819 0.092 -0.217 0.055
C -0.661393 0.247465 -1.977159 0.046 -0.051 -0.272
N 0.218947 -0.566530 -1.330777 0.127 0.130 -0.032
C 0.211214 -1.858472 -1.548929 -0.131 -0.208 -0.061
C -0.683982 -2.455474 -2.460647 0.156 0.111 0.167
C -1.594626 -1.668972 -3.103732 0.011 0.004 -0.051
C -1.620276 -0.273994 -2.864462 -0.092 0.174 0.144
H -4.685671 -4.718237 2.349012 0.006 -0.005 -0.004
H -3.934560 -5.038791 0.769636 -0.016 0.004 -0.005
H -5.696952 -4.780544 0.887381 0.008 0.003 -0.002
H -4.941002 -4.316367 -1.211354 0.002 0.015 -0.002
H -4.896455 -3.114154 -3.368307 -0.001 0.014 -0.007
H -4.015058 0.547238 -1.325389 0.025 -0.017 -0.091
H -4.088834 -0.631304 0.816575 -0.004 -0.040 -0.013
H -3.005983 2.657313 -3.849246 -0.011 -0.020 0.004
H -1.242794 3.581352 -2.362695 0.002 -0.011 0.007
H 0.924120 -2.439339 -0.974492 -0.017 -0.021 -0.035
H -0.643444 -3.523179 -2.626013 -0.010 -0.004 -0.008
H -2.298288 -2.101663 -3.802693 0.065 0.001 -0.007
C 2.827281 1.484121 -2.656712 -0.012 -0.024 -0.011
C 3.746641 1.351346 -1.480010 0.034 0.139 -0.051
C 5.047293 1.908126 -1.551150 -0.036 -0.054 0.100
C 5.861285 1.838229 -0.463461 -0.051 0.014 -0.031
C 5.438037 1.146689 0.694880 0.105 -0.027 0.016
C 6.274181 1.005537 1.824608 -0.042 -0.015 0.011
C 5.834080 0.256062 2.881644 0.090 0.060 -0.034
C 4.590226 -0.386121 2.838178 -0.074 -0.063 0.012
C 3.725996 -0.281496 1.759647 0.149 0.010 0.090
S 2.215272 -1.147129 1.733211 0.032 0.078 -0.165
C 4.154939 0.556727 0.674823 0.090 -0.064 -0.021
N 3.314230 0.743841 -0.395517 -0.137 -0.064 -0.009
H 3.401048 1.632682 -3.571631 0.005 0.003 0.002
H 2.149985 2.327153 -2.514737 0.013 -0.002 0.003
H 2.209838 0.592839 -2.761433 -0.010 0.001 0.008
H 5.357237 2.401290 -2.462700 0.011 0.005 0.006
H 6.848401 2.287389 -0.474132 -0.004 -0.004 -0.002
H 7.243432 1.489495 1.828083 -0.001 -0.015 0.014
H 6.453077 0.137946 3.763377 0.014 0.012 -0.016
H 4.283660 -1.002023 3.674540 -0.025 0.004 -0.018
```
Positions in Å, forces in eV/Å.

Results
HOMO energy (spin up / spin down) in eV: -3.793 / -4.504
E_LUMO (spin up / spin down) in eV: 2.47 / 2.39
Relative energy (zero: lowest compared OMol25 entry of this formula, charge and spin) in kJ/mol: 0.0
F_max in hartree/bohr: 0.01399
2S+1: 4
Expectation value of S²: 3.767
Total charge: -1

=====

Record 2
A structure of composition C32H21ClCrNO3 at a distorted geometry. Source: the OMol25 dataset; level of theory: the ωB97M-V functional and the def2-TZVPD basis.

```
59
Properties=species:S:1:pos:R:3:forces:R:3
O 3.245986 0.627235 4.549757 -0.455 -0.113 -4.134
C 3.093082 0.512776 3.392651 0.378 0.329 4.481
Cr 2.712734 -0.001045 1.612346 1.481 -1.070 2.141
C 1.309846 -0.843310 2.573749 -2.514 -1.600 2.258
O 0.566423 -1.366688 3.309538 2.394 1.535 -2.544
C 3.596416 -1.641004 1.968504 1.597 -4.304 1.682
O 4.039357 -2.647847 2.342464 -1.302 3.393 -1.495
C 4.121898 0.959142 0.261398 0.704 0.794 -0.894
C 3.356229 1.954575 0.889076 0.709 0.155 0.042
C 1.962687 1.844015 0.905864 -1.263 0.996 -0.125
C 1.309676 0.811277 0.200854 -1.307 0.064 0.237
C -0.111422 0.629559 0.425327 0.557 -0.377 0.215
C -1.171599 0.302965 0.940900 0.589 0.523 -1.027
C -2.478778 0.009016 1.320837 -0.581 -0.219 -0.200
C -2.822850 -1.414506 1.363215 0.411 -0.781 -0.138
C -1.972773 -2.329444 0.667845 -0.069 -0.236 0.224
C -2.169231 -3.712744 0.714555 -0.240 0.279 0.008
C -3.270286 -4.233145 1.410932 0.103 0.232 -0.108
C -4.143142 -3.351125 2.048021 0.044 0.103 -0.073
C -3.913345 -1.978011 2.055264 0.086 0.007 -0.040
C -3.366228 1.157063 1.486973 -0.157 0.878 -0.167
C -2.912196 2.435299 1.041592 -0.110 0.138 0.258
C -3.657062 3.600158 1.240367 -0.085 -0.246 -0.026
C -4.892209 3.533782 1.900806 0.174 -0.052 0.076
C -5.378253 2.286386 2.298855 0.009 -0.061 -0.283
C -4.665662 1.118761 2.042165 0.117 0.058 0.044
C 2.094841 -0.198831 -0.401793 -1.148 -0.381 -0.992
C 3.489321 -0.086873 -0.432500 0.462 -0.076 -0.085
H 5.215964 0.990892 0.320171 -0.507 0.022 -0.068
H 3.838323 2.789212 1.403795 -0.101 -0.432 -0.047
H 1.347835 2.515266 1.508719 0.286 -0.009 -0.428
H -1.154296 -1.929908 0.065110 -0.254 -0.170 0.224
H -1.500233 -4.397374 0.177338 -0.275 0.436 0.234
H -3.455714 -5.309191 1.439210 0.064 0.385 -0.038
H -5.042290 -3.717943 2.531031 0.185 -0.079 0.075
H -4.593195 -1.349983 2.620075 0.184 -0.380 -0.104
H -1.964568 2.497842 0.503360 -0.333 0.047 0.247
H -3.300666 4.565133 0.859019 -0.075 -0.508 0.173
H -5.480626 4.437918 2.081823 0.238 -0.341 -0.095
H -6.353382 2.194054 2.768781 0.107 0.117 -0.106
H -5.152485 0.176339 2.258598 0.090 0.367 0.038
H 1.591785 -1.083813 -0.797430 0.223 0.433 -0.143
H 4.086534 -0.837172 -0.957042 -0.206 0.141 0.386
Cl -2.370986 5.661282 5.354556 -0.009 -0.071 -0.013
C -1.750331 4.068541 5.509647 0.826 -0.072 0.570
C -2.439188 3.005028 4.915371 -0.176 -0.080 -0.179
C -1.916687 1.713430 5.028175 0.948 -0.976 0.123
C -0.704165 1.515523 5.752933 -0.528 1.189 0.101
N -0.427250 0.155784 5.742242 -1.162 -1.325 -0.794
C -1.411964 -0.508418 5.042809 1.972 0.187 1.163
C -2.315279 0.418424 4.549640 -0.825 1.699 0.073
C -0.039733 2.564123 6.374771 0.003 -1.184 -0.231
C -0.562988 3.857125 6.242228 -1.044 0.298 -0.729
H -3.364477 3.164424 4.379071 -0.046 0.154 -0.067
H 0.386242 -0.271217 6.176670 -0.337 -0.029 -0.086
H -1.407484 -1.584628 4.912542 0.079 0.249 0.089
H -3.175789 0.230642 3.916160 0.202 -0.147 0.315
H 0.858608 2.362932 6.951911 -0.068 0.232 -0.044
H -0.062575 4.710496 6.684948 -0.048 -0.122 0.026
```
Positions in Å, forces in eV/Å.

Results
HOMO energy (spin up / spin down) in eV: -12.325 / -13.986
E_LUMO (spin up / spin down) in eV: -5.82 / -9.23
Relative energy (zero: lowest compared OMol25 entry of this formula, charge and spin) in kJ/mol: 0.0
F_max in hartree/bohr: 0.09509
2S+1: 4
Expectation value of S²: 3.829
Total charge: +2

=====

Record 3
A structure of composition C32H22Cl2IN6O4Tl. Source: the OMol25 dataset; level of theory: the ωB97M-V functional and the def2-TZVPD basis.

```
68
Properties=species:S:1:pos:R:3:forces:R:3
Tl -0.030517 0.345353 0.998884 -0.047 -0.411 0.111
Cl 5.765892 3.046881 -1.709789 -0.065 0.005 0.054
C 4.478860 2.753976 -0.581914 0.016 0.012 0.035
C 3.873486 1.506378 -0.585312 -0.033 -0.077 0.031
C 2.812072 1.232743 0.270213 -0.110 -0.184 -0.090
N 2.071508 0.042754 0.275403 0.182 0.053 0.035
C 2.435714 -1.107717 -0.289871 0.053 0.005 -0.115
O 3.440672 -1.368401 -0.949715 -0.111 0.083 0.048
C 1.445264 -2.247164 -0.042182 -0.041 0.118 0.038
C 1.636949 -3.460938 -0.682996 0.036 -0.079 -0.028
C 0.750545 -4.498244 -0.434743 0.070 0.002 -0.041
C -0.281155 -4.305035 0.471182 -0.028 -0.079 -0.052
C -0.408388 -3.064607 1.062151 0.106 0.163 0.056
N 0.425643 -2.053992 0.799089 -0.050 -0.084 0.129
C 2.363962 2.239123 1.157682 -0.123 0.061 0.084
C 2.992636 3.478789 1.159697 -0.100 -0.001 0.086
C 4.040449 3.739498 0.288957 0.028 -0.023 -0.025
Cl 4.765312 5.315719 0.312723 -0.018 -0.073 -0.020
N 1.223823 1.940102 1.919586 0.141 -0.074 -0.129
C 0.842276 2.591085 3.016085 -0.032 0.215 0.049
O 1.411383 3.502396 3.610758 -0.027 -0.131 -0.097
C -0.504522 2.131795 3.563417 -0.018 -0.097 -0.128
C -1.046356 2.795648 4.650469 -0.048 0.070 0.110
C -2.293677 2.411901 5.114350 0.036 0.034 0.019
C -2.965789 1.376623 4.479867 -0.010 0.016 0.026
C -2.363014 0.759192 3.401329 0.176 -0.016 -0.017
N -1.154279 1.131902 2.962255 -0.146 -0.109 0.039
H 4.218936 0.742610 -1.262808 0.014 -0.020 -0.003
H 2.480191 -3.553822 -1.354610 -0.041 -0.025 0.027
H 0.862798 -5.448451 -0.941673 0.011 0.039 0.008
H -0.990964 -5.089148 0.701774 0.042 0.046 -0.014
H -1.204652 -2.859632 1.766613 -0.006 0.039 -0.026
H 2.659412 4.242950 1.845789 0.023 -0.020 -0.029
H -0.473853 3.600499 5.090770 -0.036 -0.043 -0.008
H -2.741762 2.919661 5.959993 0.021 -0.022 -0.031
H -3.943828 1.050112 4.807587 0.037 0.019 -0.007
H -2.836688 -0.046040 2.857117 0.043 0.061 -0.022
C -4.150943 -2.090314 1.534150 -0.070 -0.017 -0.061
C -3.505290 -2.268043 0.190045 0.007 -0.093 -0.036
N -3.902125 -3.257130 -0.578362 0.142 0.026 -0.131
C -3.309449 -3.440596 -1.781712 -0.230 -0.063 0.348
C -2.341388 -2.610186 -2.271035 0.147 0.068 -0.102
C -1.711551 -2.905265 -3.609192 0.128 -0.090 0.140
O -0.373454 -3.400475 -3.502616 -0.186 0.081 -0.077
C -1.912277 -1.523763 -1.469955 0.006 0.141 -0.061
C -1.005344 -0.550025 -2.041788 0.000 -0.275 -0.171
N -0.401610 0.356483 -1.382910 0.202 0.499 0.089
C 0.405948 1.321120 -2.036857 0.036 0.028 0.065
C 1.398441 0.980184 -2.947634 0.003 -0.138 -0.028
C 2.241205 1.955124 -3.456079 0.041 0.072 -0.015
C 2.111682 3.277644 -3.049444 -0.018 -0.010 0.003
C 1.123870 3.634499 -2.139560 0.044 -0.031 -0.060
C 0.280063 2.653027 -1.646747 -0.124 -0.001 0.135
I -1.240948 3.138212 -0.283532 -0.002 0.353 -0.224
C -2.459075 -1.361265 -0.181521 0.200 -0.032 0.139
O -2.088949 -0.473143 0.701142 -0.094 0.070 -0.084
H -4.909810 -2.858552 1.669681 0.026 0.032 0.007
H -4.615667 -1.101944 1.612787 0.052 -0.080 -0.005
H -3.413963 -2.162194 2.342021 -0.048 -0.016 -0.075
H -3.645980 -4.295319 -2.361095 -0.005 0.060 0.076
H -1.754534 -2.034784 -4.268843 0.049 0.053 -0.054
H -2.275127 -3.696016 -4.096039 -0.027 -0.064 -0.033
H 0.152757 -2.805949 -2.956639 -0.047 -0.005 0.038
H -0.857239 -0.578281 -3.126273 -0.068 0.012 0.037
H 1.548397 -0.064508 -3.204079 -0.005 0.078 0.001
H 3.032711 1.674377 -4.141091 -0.054 0.018 0.041
H 2.797965 4.031582 -3.418017 -0.052 -0.059 0.027
H 1.023325 4.660998 -1.806917 0.003 -0.088 -0.029
```
Positions in Å, forces in eV/Å.

Results
HOMO energy in eV: -7.666
E_LUMO in eV: -0.73
F_max in hartree/bohr: 0.01061
2S+1: 1

=====

> What is the 2S+1 in the second record?

4

=====

> What is the 2S+1 in the first record?

4

=====

> What is the F_max in the second record?

0.09509 hartree/bohr